Entry 1:
DFT (the ωB97M-V functional and the def2-TZVPD basis) results for a molecular structure, C41H61I2N2O5SSc.

```
113
Properties=species:S:1:pos:R:3:forces:R:3
H 4.775823 -1.186927 2.192992 -0.01 -0.01 0.00
C -0.879427 4.004806 -1.703235 0.08 -0.01 -0.25
H 1.351455 2.554881 -4.789721 -0.01 0.02 0.00
H 3.225516 -1.384371 0.416076 -0.03 0.02 -0.03
H 1.724044 4.140541 -4.101384 0.00 -0.01 -0.01
O -0.031692 -0.029878 3.360421 0.00 0.08 -0.10
C -0.174536 0.397254 5.605507 0.06 0.07 0.20
C -1.433076 -4.693744 -0.437505 -0.02 0.01 -0.03
N -0.016203 0.132708 -0.839063 0.06 0.13 -0.59
C -0.488479 3.171327 -2.824271 -0.07 0.29 0.10
H -2.281236 2.415322 7.308397 0.06 0.07 -0.02
H 3.140798 0.835660 3.633033 0.03 0.04 0.01
C -2.765168 4.083895 1.301046 0.00 -0.05 -0.03
H 4.493853 1.159981 2.547116 0.00 0.00 0.04
H -3.566378 4.252133 0.577664 0.01 0.00 0.01
H -3.965603 -3.614435 4.826308 -0.06 -0.06 0.00
C 2.560700 -2.213040 -4.407724 -0.01 -0.03 0.01
H -0.625781 6.363510 -0.168207 -0.01 0.00 0.01
H -2.636154 -4.488146 2.214346 0.00 -0.05 0.01
C -1.658956 -3.046626 3.481595 0.02 -0.04 -0.02
H 1.861422 -4.136375 -5.177974 0.02 0.01 -0.01
C 1.934822 -1.393077 -5.545028 -0.02 -0.01 0.00
H -1.849060 5.358537 -3.997604 0.01 0.00 -0.01
O -2.296546 -0.869197 1.984736 -0.19 -0.11 -0.02
H 4.592244 -1.620216 -4.882023 -0.01 0.01 0.01
N -0.603162 0.641518 4.365708 -0.10 0.00 -0.07
H 3.811264 -0.566642 -3.697998 0.00 -0.01 -0.01
C -0.683587 2.236681 -0.142555 -0.12 -0.06 -0.50
C 0.359018 -5.927338 -1.616006 0.02 -0.01 0.01
C 2.573186 0.967297 1.573335 -0.01 0.00 0.11
H -0.386520 0.824891 7.673075 0.02 0.02 -0.01
C -1.563631 1.553523 4.129778 -0.07 -0.04 -0.09
C 2.757980 -1.323974 1.403540 0.08 0.00 0.12
C 0.519964 -3.419928 -1.338064 0.06 0.07 0.11
C -1.798363 1.927047 6.474832 0.11 -0.09 -0.06
H -0.135201 -5.815797 -2.583508 -0.01 -0.02 0.02
C -0.413267 3.729035 -4.248122 -0.03 0.04 0.00
S -2.655870 -1.524099 3.331813 0.19 0.15 -0.25
C -0.320840 4.487493 1.815784 -0.10 0.19 -0.08
I -0.316040 5.236568 5.955341 -0.71 0.57 0.32
H 1.920824 -5.005268 0.428760 -0.01 -0.02 0.01
H -2.764898 3.023692 1.555607 0.00 0.02 0.04
H -2.239478 -5.116891 3.811949 0.02 0.02 0.03
C -0.995031 3.606523 -0.404264 -0.02 -0.01 0.03
C 0.493401 -0.949398 -1.456408 0.05 -0.31 -0.13
C 3.567656 0.601051 2.659779 0.00 -0.14 -0.04
H -1.222270 -3.023349 4.479638 0.01 0.01 0.00
O -0.216206 -2.066151 0.493815 0.05 -0.48 -0.29
C 0.080352 -4.736932 -0.697248 0.06 0.05 0.01
H 0.927938 -1.746743 -5.775169 0.01 0.00 -0.01
H -5.021489 -1.855127 3.387432 0.01 0.01 0.00
H 4.383024 -2.168733 -3.214460 0.00 0.01 -0.01
H 1.115520 4.012754 -5.757079 0.00 -0.01 0.01
H -0.163690 5.836597 -3.716031 0.00 0.00 -0.02
H -0.741193 5.543806 -5.352604 0.00 0.00 0.01
H 0.638371 -0.306734 5.686001 0.01 0.00 -0.04
H -1.978740 -4.619021 -1.380699 0.00 -0.01 0.01
H 0.639511 4.818229 1.412058 -0.01 0.01 0.02
O -0.776499 1.698425 1.011007 -0.18 0.67 -0.26
H 0.047444 1.209843 -3.401489 0.03 -0.01 0.02
H 1.539592 -0.059990 -3.132855 0.05 0.01 0.04
C 1.033176 3.599212 -4.750657 0.01 -0.03 0.03
C -0.244574 1.368639 -1.248127 0.04 0.13 -0.16
H -1.801813 1.724515 3.092918 0.02 0.01 -0.01
C 0.253217 -2.169833 -0.705373 0.14 0.21 -0.42
H -1.803823 6.606557 1.115981 0.00 0.00 -0.01
H 3.418019 -3.604237 -5.806036 0.01 -0.01 0.01
H 1.455683 -4.310670 -2.991515 0.03 0.05 0.00
H -0.866075 -2.965073 2.739264 0.02 0.00 0.02
Sc -0.399715 -0.230713 1.278032 0.07 -0.64 2.66
C 0.845845 -4.958298 0.616165 -0.01 0.05 0.00
C 2.796554 -3.638343 -4.910958 -0.04 0.00 0.00
H -2.387403 3.036316 -4.857069 0.01 -0.01 0.00
H 0.658700 -4.154357 1.327019 -0.01 -0.02 0.01
H -4.237725 -2.557958 1.945827 -0.02 -0.01 0.02
H 1.877269 -0.330883 -5.297281 -0.01 -0.02 0.00
H 3.538062 -1.445233 3.419157 0.03 0.00 0.01
H 1.897529 1.775418 1.852946 -0.04 -0.04 0.06
H -2.991100 4.655498 2.203119 0.00 0.00 -0.01
O 1.798399 -0.249124 1.387516 -0.16 0.15 -0.33
H 0.540104 -5.901917 1.073128 0.01 0.00 -0.01
H -1.256256 3.291765 -6.191270 -0.01 0.00 0.01
H 2.226350 -2.251156 1.603140 -0.05 0.02 -0.01
H -0.579021 5.146372 2.646614 0.01 -0.01 0.00
C -0.756062 1.038258 6.680897 -0.11 -0.08 0.01
C -2.193185 2.192185 5.170882 0.05 -0.05 0.04
C -1.346250 2.927157 -5.166770 -0.02 -0.01 0.03
H -1.119667 5.035520 -1.918893 0.02 -0.03 -0.04
H 2.541332 -1.486148 -6.447135 0.01 0.03 0.01
C -4.178084 -2.441717 3.029960 -0.14 0.03 0.00
H -2.357826 6.102873 -0.478125 0.02 -0.01 0.00
H -0.024803 -6.834559 -1.147838 0.00 0.00 -0.01
H 3.318718 -4.249443 -4.171682 -0.01 0.00 -0.01
C 1.248476 -0.987254 -2.661920 -0.30 0.21 0.14
H -0.188049 3.490114 2.219452 0.02 0.04 0.10
H 3.066435 1.198039 0.624645 -0.04 -0.01 -0.04
C 3.760892 -0.927057 2.488474 0.00 0.07 0.00
H -4.764441 -4.476377 3.510693 -0.01 0.02 -0.02
C -2.593521 -4.238438 3.275111 0.00 0.04 -0.02
H -1.746503 -5.614884 0.059374 0.00 0.01 -0.01
C -0.180306 1.878459 -2.586014 0.03 -0.15 0.22
C 3.917237 -1.603157 -4.024290 0.01 0.00 -0.01
C -0.817027 5.203030 -4.319689 -0.01 0.00 0.01
C -3.968837 -3.771004 3.744090 0.07 0.04 -0.03
C 1.650778 -2.176092 -3.178222 0.02 -0.29 0.00
C -1.412658 4.539274 0.730308 0.17 -0.17 0.08
H 1.427703 -6.075001 -1.786359 -0.02 0.00 0.01
C -1.557416 5.982314 0.256726 0.02 0.04 -0.01
H -2.977539 2.901163 4.952958 0.06 0.06 -0.01
I 1.712711 3.390020 4.796172 0.66 -0.71 -0.43
C 1.211279 -3.370372 -2.519937 0.08 0.09 -0.22
H -1.713190 -3.844017 0.183562 0.01 -0.01 0.02
H -1.103059 1.863235 -5.169164 0.01 0.02 -0.01
```
Positions in Å, forces in eV/Å.

## Properties
- Net charge: +1
- <S²>: 0.75
- Energy above the lowest of the compared OMol25 structures with the same formula, charge and spin: 1.490 eV
- 2S+1: 2
- Kohn-Sham gap (alpha / beta): 2.436 / 3.578 eV

Entry 2:
DFT (the ωB97M-V functional and the def2-TZVPD basis) results for 5 unconnected molecules or ions with the total composition C41H62FN5O12S.

```
122
Properties=species:S:1:pos:R:3:forces:R:3
C -4.692719 0.159679 -0.672916 -0.55 -0.27 0.18
O 0.997189 -3.289624 0.745829 0.08 1.70 -0.02
H 3.528627 6.455640 7.604287 0.15 -0.06 -0.10
H -4.402410 -4.930236 3.900971 0.23 1.67 0.36
H 3.528331 6.501603 5.255810 -0.15 -0.07 0.04
H -5.280168 -6.103123 -2.744864 -0.06 0.16 -0.04
C -6.828965 -5.118716 -0.986448 -0.04 -0.07 0.16
O 1.208641 4.409780 7.618552 0.26 0.10 -0.02
C 6.822244 -2.660359 -0.863231 -0.02 -0.19 -0.08
H 2.665390 5.719390 3.910749 0.24 0.25 -0.02
H -0.599660 -5.615729 -0.305120 0.72 -1.20 0.93
H 1.229591 5.432218 -3.900673 -0.33 0.01 -0.14
H -5.436452 1.635675 0.938422 0.17 -0.02 -1.94
C 0.133180 1.402755 -0.538967 0.76 -1.68 -1.07
C -0.099812 -6.506052 0.209431 0.09 -0.60 -0.59
H -2.500163 -1.604272 3.590123 -1.32 -0.12 -1.21
C -3.358938 0.480646 -1.513749 -0.99 0.83 -0.33
N -6.115098 -4.202772 -3.152042 -0.23 -0.06 0.45
N 5.987031 -0.452309 -0.183594 -0.07 -0.55 -0.24
C 2.164075 -5.733426 -1.026422 3.85 -1.68 -1.18
C 1.661272 8.561131 -4.452687 0.64 0.17 -0.29
C 2.760042 -2.976669 2.523497 0.11 0.70 -0.38
C -0.083453 -2.706012 -0.030229 -0.55 0.15 -0.86
F 0.442900 4.451327 2.704091 0.86 1.11 -2.90
O 1.178766 3.309971 -3.702048 0.56 -1.39 4.16
H 0.552231 -3.041963 -3.210284 1.49 0.87 0.62
H -6.450858 -2.024678 0.022888 1.89 0.34 1.31
H -0.859254 -1.083225 1.949318 -0.64 1.37 -0.69
O -2.386604 0.395886 1.429529 -0.40 -2.70 0.49
H -1.019212 -2.689988 0.634898 1.25 0.35 -1.05
C 1.503503 -6.320265 0.321264 -1.27 -0.17 0.24
H 2.107108 -2.270044 -3.793552 -1.01 0.15 1.52
C 7.267614 0.045174 0.273055 -0.32 0.35 0.08
H 3.281523 -3.868787 -2.605566 -1.38 0.63 1.00
C -4.398211 -2.810163 2.989007 -0.15 1.60 -2.51
O -1.283348 3.020425 0.809189 3.90 -0.62 -2.13
H 2.202348 -3.068767 3.515087 0.63 -0.12 -1.47
C -5.560036 -2.932595 1.959770 3.24 3.19 -0.53
C -6.853343 -4.028008 -2.022269 -0.18 0.56 -0.23
C -1.016200 -0.049726 1.495923 2.07 0.80 0.13
C 0.836676 3.984699 -0.111600 0.18 -1.14 -2.30
H 0.789268 5.260676 5.437852 0.11 0.03 0.01
O 2.620484 5.122337 1.562371 -4.65 -0.64 -0.58
H 3.651998 -2.267804 2.720321 -1.41 -1.04 -0.34
C 2.547706 6.285843 4.835929 -0.48 -0.14 -0.22
C 1.043194 -1.205863 -2.032332 -1.12 2.96 1.81
C -3.329989 -1.671055 2.806312 -1.69 -0.36 -1.69
H 7.250660 -2.892442 0.114073 0.14 0.05 -0.11
C -4.487124 -0.801655 0.583067 -0.25 -2.15 2.00
H -6.631287 1.331849 -0.415948 1.77 0.25 0.28
H 0.281975 8.542168 -2.813900 -0.17 -0.02 -0.08
C 2.355901 -3.559566 -1.993766 1.02 0.02 -1.18
H 1.730164 -5.670066 1.243812 -0.20 -0.61 -1.81
H 1.299327 -1.433731 1.865333 0.46 -1.18 -0.89
C 2.030793 5.056371 6.982500 -0.67 -0.27 0.01
H 4.167638 4.940677 6.890194 0.05 0.19 0.01
C -3.317737 -0.662240 1.632129 -3.81 -2.81 -0.51
O -7.509972 -3.003940 -1.874878 0.12 -0.21 0.08
H -6.181421 -3.430119 -3.799480 0.02 -0.09 0.07
O 0.600365 6.531212 1.068254 0.41 -4.50 0.91
H -0.305058 -7.436995 -0.448844 0.29 1.55 0.97
H -5.651955 -5.747482 -4.448391 0.18 -0.22 0.06
H 2.737902 -3.171838 -0.995255 -0.91 -0.67 -1.41
H 6.436648 -3.582946 -1.298890 -0.07 0.19 0.07
O 1.538092 -4.781276 -1.877571 0.41 -0.48 2.53
C 1.356609 0.225695 -2.627991 -1.13 0.15 1.79
O 2.587259 9.312986 -4.726921 -0.24 -0.08 0.11
C -4.289777 -3.838695 4.231976 -0.67 1.12 -0.62
C 1.507501 -2.495228 -2.846587 -0.52 -0.44 0.47
C 0.409419 9.047405 -3.773839 -0.09 0.14 0.07
C -5.506500 1.494542 -0.207401 -0.59 -0.54 0.36
H 7.590041 -2.258665 -1.527972 0.09 -0.04 0.16
H 2.621387 -1.848497 0.611968 -1.51 -0.66 0.87
S 1.125186 5.150770 1.315610 3.80 3.41 0.53
H -0.457817 8.869887 -4.413543 -0.04 -0.08 0.17
C 0.768659 6.196130 -4.524321 0.46 0.00 -0.16
C -5.566051 -1.930848 0.775152 1.86 0.20 2.22
H -5.183617 -3.575837 4.919339 1.60 -0.58 -0.88
H -5.811386 -5.262490 -0.616464 -0.05 -0.14 -0.04
H 3.494166 4.945244 8.528016 -0.16 0.02 -0.17
C 3.396019 5.374133 7.530215 0.14 -0.02 0.16
H 0.490087 10.119441 -3.591475 0.12 -0.17 -0.09
H -7.464462 -4.834500 -0.146996 0.06 0.08 -0.20
N 1.746555 7.237810 -4.763280 -0.18 0.47 0.19
H -0.303735 -3.433813 -0.891811 0.45 1.05 1.28
H 8.062128 -0.688707 0.154005 -0.17 0.03 -0.02
C 0.250671 -1.277661 -0.677569 0.57 2.30 -1.15
H -4.260834 -4.967394 -3.660002 0.07 -0.28 0.00
H 0.496486 5.755380 -5.485980 -0.21 -0.18 0.18
C 1.528580 4.126581 -1.356071 -1.68 -0.62 2.92
H -2.488244 -0.212945 -1.270982 -1.22 1.08 -0.39
H 2.360083 1.212529 -4.176610 -0.63 -0.45 0.26
C -0.229053 0.015167 0.098536 1.61 0.97 -3.32
H 3.209591 -3.972300 2.195876 -0.78 1.27 0.41
H 5.183590 0.156739 -0.114474 0.10 -0.05 0.02
C 5.698887 -1.671413 -0.713739 -0.32 0.29 0.05
N 1.720678 5.512100 5.737958 0.26 -0.10 0.48
H 7.512346 0.941142 -0.301463 0.25 -0.04 0.13
N 2.097098 0.257404 -3.893192 0.39 0.23 2.24
C -5.280399 -5.329486 -3.510141 0.00 0.37 -0.35
H -0.126382 6.573661 -4.032923 0.13 0.08 -0.08
H 3.007883 -0.219470 -3.718052 -1.01 0.12 -0.33
H 2.613746 6.986353 -5.216063 -0.12 0.03 0.04
C -0.242668 2.805232 0.152093 -1.63 -0.39 0.49
H 1.926566 -7.363933 0.575526 -0.26 1.81 -0.89
H -7.213100 -6.048727 -1.411306 0.15 -0.04 0.07
H -3.653301 0.406113 -2.631439 0.72 -0.03 1.75
H 2.030682 7.223428 4.618746 0.26 0.09 -0.13
C 1.851680 -2.294843 1.355251 1.97 -0.05 1.42
H -3.117083 1.598021 -1.342652 0.13 -1.92 -0.12
H -0.466967 0.690804 2.198429 -0.90 -1.12 -1.12
H 7.175622 0.312099 1.328034 0.28 0.02 -0.02
H -6.390191 -3.708638 2.034008 1.41 1.15 0.02
C 0.908785 1.536044 -1.908267 -0.56 -2.46 1.37
O 4.549751 -1.934137 -1.052502 0.21 0.13 -0.02
H -0.598478 -6.730157 1.222166 0.94 0.58 -1.48
C 1.212236 3.007596 -2.485373 -0.46 -0.33 -1.06
H -5.188473 2.432745 -0.773033 -0.26 -1.28 0.84
H -3.300481 -3.693133 4.783801 -1.46 -0.22 -0.74
H -5.416613 -0.382767 -1.396088 1.24 0.61 1.35
H 2.263605 4.990570 -1.518616 -1.25 -1.45 0.01
O 3.301083 -6.170070 -1.389895 -4.34 1.75 1.68
```
Positions in Å, forces in eV/Å.

## Properties
- Net charge: 0
- Kohn-Sham gap: 5.868 eV